# C36H37EuN3O2

A structure of composition C36H37EuN3O2 (wB97M-V/def2-TZVPD, the OMol25 dataset).

```
79
Properties=species:S:1:pos:R:3:mulliken_spin:R:1
Eu -1.118 0.848 -0.983 4.83
O -0.350 -0.909 -2.259 0.02
C -0.643 -2.233 -2.130 -0.01
C -1.570 -2.474 -0.903 0.00
C -0.999 -2.056 0.431 0.04
C -0.291 -2.967 1.204 -0.03
C 0.100 -2.612 2.481 0.08
C -0.250 -1.360 2.960 -0.03
C -0.923 -0.466 2.137 0.01
C -1.380 0.879 2.662 0.04
C -0.627 2.148 2.168 -0.01
O -0.657 2.201 0.804 0.02
C -1.377 3.364 2.766 0.01
C -1.964 4.273 1.898 -0.01
C -2.649 5.380 2.391 0.00
C -2.754 5.589 3.759 0.00
C -2.167 4.681 4.633 0.00
C -1.484 3.579 4.137 0.00
C 0.826 2.249 2.697 -0.01
C 1.311 1.575 3.808 0.00
C 2.630 1.736 4.232 0.00
C 3.482 2.592 3.554 0.00
C 2.999 3.294 2.453 0.00
C 1.690 3.123 2.034 0.00
N -1.282 -0.816 0.882 0.07
C 0.626 -3.092 -1.910 -0.02
C 1.845 -2.460 -1.722 0.00
C 3.001 -3.195 -1.477 0.00
C 2.951 -4.581 -1.423 0.00
C 1.734 -5.226 -1.621 0.00
C 0.586 -4.485 -1.862 0.00
C -1.322 -2.742 -3.418 -0.01
C -0.701 -2.404 -4.620 0.00
C -1.223 -2.810 -5.835 0.00
C -2.393 -3.565 -5.877 0.00
C -3.024 -3.899 -4.692 0.00
C -2.489 -3.491 -3.470 0.00
H -1.832 -3.532 -0.830 0.00
H -2.493 -1.910 -1.079 0.05
H -0.071 -3.947 0.800 0.00
H 0.639 -3.313 3.108 0.01
H -0.021 -1.081 3.979 0.00
H -1.396 0.842 3.753 0.00
H -2.411 1.027 2.329 0.01
H -1.882 4.083 0.836 0.01
H -3.106 6.079 1.700 0.00
H -3.286 6.450 4.143 0.00
H -2.239 4.833 5.704 0.00
H -1.013 2.891 4.833 0.00
H 0.665 0.913 4.366 0.00
H 2.986 1.187 5.096 0.00
H 4.506 2.719 3.882 0.00
H 3.650 3.977 1.918 0.00
H 1.307 3.654 1.169 0.00
H 1.847 -1.379 -1.744 0.00
H 3.944 -2.682 -1.324 0.00
H 3.850 -5.157 -1.234 0.00
H 1.682 -6.308 -1.590 0.00
H -0.355 -5.001 -2.032 0.00
H 0.193 -1.793 -4.579 0.00
H -0.725 -2.528 -6.755 0.00
H -2.810 -3.878 -6.827 0.00
H -3.945 -4.471 -4.708 0.00
H -3.017 -3.753 -2.561 0.00
N 1.491 0.485 -0.008 0.00
C 2.698 0.987 -0.651 0.00
C 2.325 2.045 -1.682 0.00
N 1.105 1.663 -2.399 -0.01
H 0.987 1.253 0.435 -0.02
H 1.707 -0.194 0.714 0.00
H 3.205 0.155 -1.148 0.00
H 3.415 1.428 0.051 0.00
H 3.184 2.195 -2.345 0.00
H 2.137 2.996 -1.176 0.00
H 1.121 0.679 -2.663 0.00
H 0.979 2.214 -3.237 0.00
C -2.781 1.964 -2.420 0.89
H -3.325 2.913 -2.274 0.03
H -3.051 1.625 -3.435 0.03
```

Results
calculated total energy: -65825.5113 eV
Kohn-Sham gap (alpha / beta): 4.01 / 4.29 eV
charge: -1
multiplicity: 7
HOMO (alpha / beta): -1.4 / -1.6 eV